(1)
{"formula": "CHIOS2", "method": "wB97M-V/def2-TZVPD", "elements": ["C", "O", "S", "S", "I", "H"], "coordinates": [[-0.898, 0.147, -0.249], [-0.060, 0.528, -0.999], [-1.204, -0.828, 1.176], [-2.637, -0.104, -0.213], [3.000, -0.261, 0.576], [1.799, 0.518, -0.289]], "lowdin_charge": [-1.20, -0.05, 0.58, 0.60, 0.36, -0.30], "multiplicity": 1, "charge": 0, "lumo_ev": -0.9, "de_lowest_kj_mol": 95.5, "smiles": "O=C1SS1.I"}

(2)
{"formula": "CHLiO2Sm", "method": "wB97M-V/def2-TZVPD", "elements": ["O", "H", "Sm", "O", "C", "Li"], "coordinates": [[0.567, 0.432, 0.311], [0.305, 1.299, -0.025], [3.031, 0.438, 0.677], [-1.495, -1.279, -1.657], [-1.397, -0.557, -0.772], [-1.010, -0.333, 1.466]], "lowdin_charge": [-0.78, -0.07, 1.06, 0.10, -0.02, 0.72], "multiplicity": 8, "charge": 1, "lumo_ev": [-3.9, -4.0]}

(3)
{"formula": "CHLiO3Rb", "method": "wB97M-V/def2-TZVPD", "elements": ["O", "H", "C", "O", "O", "Rb", "Li"], "coordinates": [[-1.683, 1.776, 2.015], [-1.459, 3.317, 3.550], [-0.546, 2.220, 2.278], [-0.553, 3.234, 3.194], [-0.355, -0.163, -0.854], [1.432, -3.182, -1.771], [-0.745, 0.926, 0.453]], "lowdin_charge": [-0.24, 0.05, -0.50, -0.10, -1.18, 0.51, 0.45], "multiplicity": 1, "charge": -1, "lumo_ev": [1.3, 1.3], "de_lowest_kj_mol": 124.7}

| no. | F_max (eV/Å) |
| --- | --- |
| 1 | 1.14 |
| 2 | 3.48 |
| 3 | 1.34 |